The following is a quantum chemistry calculation of a molecular structure, C20H39As3O4SSn, from OMol25.

Results
Charge: +2
Energy relative to the best compared isomer or geometry (same formula, charge and spin) (kcal/mol): 0.0
LUMO energy (eV): -5.9
Multiplicity: 1

Geometry as XYZ:
```
68
Properties=species:S:1:pos:R:3:nbo_charge:R:1
H -2.7557 -2.1051 3.2413 0.2293
C 1.2876 -1.0993 5.2082 0.0319
C -0.0790 1.3048 -3.1105 -0.7380
C -0.8814 -1.5830 4.1729 -0.0404
H 3.2904 -2.0782 -3.1706 0.2850
C -0.3443 2.5647 -5.8413 -0.9346
H -1.2055 2.5569 4.7625 0.2273
C -0.7784 -1.1761 -2.8902 -0.7611
H -1.9183 1.8413 6.2002 0.2506
H -1.2957 2.1561 -6.1747 0.2361
H -0.8920 -1.5672 -3.9051 0.2797
H -0.1078 2.9518 1.1533 0.2432
H -3.1393 -0.2208 -3.7238 0.2251
H 0.7374 1.1767 -2.3929 0.2164
H 2.8093 2.5368 -5.4259 0.2514
S 2.2629 -1.3209 0.2273 2.5880
H 0.7787 -2.9506 4.2339 0.2542
C 0.8093 0.1669 5.5548 -0.2345
H -2.7720 -0.0541 -1.3719 0.2353
C -1.2153 0.3142 -2.8328 -0.0511
H 0.2603 -3.5983 -0.9215 0.2732
H -2.4857 1.6742 2.2261 0.2360
C -1.9435 0.6447 -1.5112 -0.6790
H -2.4013 1.6290 -1.6383 0.2396
H -1.4252 -1.7868 -2.2559 0.2589
H 1.8488 -3.9728 -1.6526 0.2922
H -2.6794 1.4703 -3.9561 0.2324
H 0.3540 -4.1393 -2.6166 0.2775
H 2.1968 -1.9258 -4.5858 0.2877
C 0.4370 -1.9540 4.4919 -0.3216
C -1.8099 -2.5691 3.5149 -0.6498
C -0.4825 0.5821 5.2289 0.0251
H -2.0261 -3.3854 4.2055 0.2600
O 2.6993 -0.0888 0.8689 -0.9723
H -0.6989 3.2011 -0.4901 0.2468
H 1.9368 3.2898 -4.0791 0.2291
C 0.8556 -3.5723 -1.8324 -0.9881
H -1.8973 0.1990 -4.9044 0.2247
As 0.9873 -1.7619 -2.4176 1.9593
H -2.3345 -0.0091 4.3062 0.2304
H -3.4712 0.5973 1.2192 0.2458
C 2.4542 -1.5319 -3.6046 -0.9751
C -2.2991 0.4486 -3.9207 -0.6143
Sn 0.7713 -0.1572 2.4316 1.4139
H 0.8385 2.3485 -0.2177 0.2458
H -1.3639 -3.0157 2.6251 0.2262
As 0.7208 1.2027 -4.9322 0.8272
H 0.2116 2.8895 -6.7196 0.2511
H 1.4535 0.8370 6.1123 0.2451
H -3.1662 2.2690 0.7034 0.2470
C 2.2563 2.3406 -4.5091 -0.9426
C -0.9901 1.9372 5.6356 -0.6483
H -0.4523 2.3227 -2.9697 0.2328
H 3.2838 -1.7563 4.7255 0.2349
O 1.2297 -1.9276 1.1231 -1.0709
O 3.2105 -2.2339 -0.3014 -0.8968
C -1.3139 -0.3022 4.5296 -0.2152
H -0.2674 2.4653 6.2538 0.2411
H 2.6868 -0.4742 -3.6866 0.2766
H 2.6075 -2.4752 6.1756 0.2533
H 2.9283 1.8449 -3.8069 0.2179
C 2.6658 -1.5507 5.6004 -0.6505
H 3.1716 -0.8019 6.2056 0.2408
C -0.1697 2.5070 0.1602 -0.9507
C -2.7371 1.4009 1.2013 -0.9370
O 1.4022 -0.7646 -1.0145 -1.0141
H -0.5158 3.4249 -5.1947 0.2229
As -1.1283 0.8140 0.2797 0.8376
```

=====

The following is a quantum chemistry calculation of a single C20H39NO2 molecule, from OMol25.

Results
Energy relative to the best compared isomer or geometry (same formula, charge and spin) (kcal/mol): 0.0
Structure (SMILES): CCCCCCCC/C=C\CCCCCCCC(=O)NCCO
LUMO energy (eV): 0.8
Multiplicity: 1

Geometry as XYZ:
```
62
Properties=species:S:1:pos:R:3:nbo_charge:R:1
C -3.2539 0.3443 -0.4944 -0.4048
H -1.3289 2.9237 2.5578 0.1628
H 2.2375 2.2333 -2.4710 0.2305
H 3.3596 -2.1794 -0.5096 0.2025
C -0.2638 -1.9720 -1.4302 -0.3730
H 0.7898 -4.6646 -1.6504 0.1954
H 0.7940 -1.7044 -1.4785 0.2017
H 4.3055 1.9015 -1.1376 0.2058
H 2.6430 0.0374 -1.3384 0.1968
H 0.4334 2.8966 2.8140 0.1691
C 3.8579 -0.2959 0.4060 -0.3724
C -0.3546 2.8021 2.0600 -0.0623
H -2.8367 1.2041 -1.0256 0.2092
C -5.5206 -0.7682 0.0289 -0.3947
C -4.7671 0.3355 -0.7158 -0.3863
N 0.9903 3.7148 0.2038 -0.6207
H 2.6120 -4.8902 -0.1586 0.1972
C 1.7952 -4.2354 0.1174 -0.1842
H -0.5873 -2.2083 -2.4461 0.1978
H -5.1537 -1.7446 -0.2911 0.1946
C 3.5052 -1.7809 0.4972 -0.3998
H -4.9630 0.2279 -1.7857 0.1976
H -5.7282 0.3310 1.8773 0.1988
H 4.3487 -2.3146 0.9438 0.1967
H -3.0384 0.4769 0.5677 0.1930
C -1.0371 -0.7652 -0.9049 -0.4150
H -0.7602 -0.6035 0.1400 0.1935
H 2.7502 -4.0305 2.0035 0.2045
C -0.2109 3.8900 0.9867 -0.2577
H -5.1703 1.3031 -0.4045 0.1947
C -2.5528 -0.9163 -0.9974 -0.3897
H 2.7928 3.7381 -1.7156 0.2205
C 3.3349 1.9445 -0.6365 -0.3749
H -6.0393 -1.3993 2.0265 0.2085
H -2.8686 -1.7777 -0.4073 0.1911
H 1.0252 -3.6644 2.0260 0.2120
H -2.8374 -1.0970 -2.0369 0.1922
C 2.8349 0.5242 -0.3797 -0.4198
H 3.4852 2.4519 0.3201 0.1865
H -0.4835 -2.9030 0.5057 0.2011
H 1.8929 0.5696 0.1678 0.2216
H -0.2070 4.8792 1.4488 0.2051
H -0.7359 0.1198 -1.4702 0.2284
H -1.3234 -3.7527 -0.7966 0.2109
O -0.2250 1.5146 1.5216 -0.7307
H -4.3859 -0.8154 1.8745 0.2011
H -6.5754 -0.7091 -0.2525 0.1986
C -0.4088 -3.2156 -0.5358 -0.4563
H 1.8652 3.9868 0.6216 0.3931
C 0.7727 -4.1149 -0.7173 -0.1748
C 2.3736 2.7482 -1.5191 -0.4944
H 4.8320 -0.2011 -0.0825 0.1939
H -0.6767 1.4921 0.6647 0.4885
C 1.9446 -3.5480 1.4458 -0.4472
O -0.0089 2.4229 -1.3459 -0.6558
H 2.3893 -1.6377 2.3299 0.2000
H 3.9538 0.1150 1.4140 0.1912
C 2.2530 -2.0488 1.3264 -0.3883
C 1.0047 2.9166 -0.8901 0.6988
H 1.4045 -1.5414 0.8728 0.2026
C -5.4089 -0.6548 1.5448 -0.6092
H -1.0512 3.8182 0.2893 0.2239
```

=====

The following is a quantum chemistry calculation of a molecular structure, C20H3CuF15GeOS3, from OMol25.

Results
Charge: -1
LUMO energy (eV): 2.3
Multiplicity: 1

Geometry as XYZ:
```
44
Properties=species:S:1:pos:R:3:nbo_charge:R:1
C 2.0164 -0.4514 -4.1265 0.2464
C 1.0253 -1.6660 0.8357 0.3817
F 1.5058 4.8367 -1.8706 -0.3143
H -0.4790 0.3190 6.2811 0.1907
H -0.1428 -0.1390 4.5815 0.1995
F 1.7818 -0.6332 -6.4550 -0.2815
F 3.3411 -0.4093 -4.2182 -0.2918
F 2.3550 -2.7554 2.5043 -0.2843
C -2.5041 0.3345 3.7261 0.0654
C -0.8781 -0.2003 5.3798 -0.2657
S -3.3471 1.7450 3.1603 -0.3427
F 0.5405 -4.7188 2.5942 -0.3066
Ge -0.7809 0.0352 -0.9795 1.3412
C 0.3407 2.7222 -1.3365 0.4105
C 1.0254 3.8992 -0.9556 0.2385
C -0.1142 -0.4768 -5.2358 0.2484
C -0.9801 -2.6854 0.0819 0.4130
F -2.0248 -2.7416 -0.7875 -0.3109
C -0.7101 -0.4114 -4.0097 0.3974
F -0.8292 -0.1614 -6.2778 -0.2803
C 0.3281 -3.7011 1.7318 0.3011
F -2.0585 -0.2555 -4.0133 -0.3126
S -2.2092 -0.9691 2.7225 -0.3051
F 0.2655 2.4781 -2.6357 -0.3071
C -0.7953 -3.7658 0.9163 0.2386
C 1.3434 -0.3737 -2.9322 0.3378
F -1.5763 -4.8518 0.8110 -0.2880
F 2.0604 -0.2711 -1.7513 -0.3212
C -0.1704 -1.5889 0.0513 -0.5332
F 1.9641 -0.7591 0.7424 -0.2955
C -0.0335 -0.3077 -2.8372 -0.4979
H -0.9873 -1.2790 5.5935 0.1920
O -2.0748 0.4849 4.9641 -0.5226
F 1.1257 3.4374 2.5881 -0.2902
C 1.3614 4.0779 0.3507 0.2833
S -2.8741 0.5490 -1.1344 -0.8175
C 0.4231 1.9888 0.9075 0.3566
F 1.9956 5.1876 0.8083 -0.2970
C 1.3047 -2.7197 1.6969 0.2485
Cu -3.1427 0.8412 1.0681 0.6335
C 1.2738 -0.6211 -5.2736 0.2846
F 0.2489 1.1049 1.8563 -0.2886
C 0.1031 1.7214 -0.4117 -0.5167
C 0.9824 3.1507 1.2886 0.2626
```

=====

The following is a quantum chemistry calculation of a molecular structure, C20H40As2F12O10PtS5, from OMol25.

Results
LUMO energy (spin up / spin down) (eV): 0.3 / -1.2
Multiplicity: 3

Geometry as XYZ:
```
90
Properties=species:S:1:pos:R:3:lowdin_spin:R:1
C 4.2325 -0.4228 0.4662 0.0018
H 2.7760 2.9870 -0.3312 0.0000
C -4.4385 -0.1504 -3.7408 0.0007
S -0.4321 -3.4258 -0.9488 0.0081
C 1.0821 -3.6869 -1.8317 0.0015
H -2.9682 4.0075 4.1432 0.0001
C -3.7367 0.8250 3.3711 0.0005
H 3.2646 -2.1741 3.3602 0.0003
C -3.5697 3.2194 3.6896 0.0006
F -0.8892 -1.2417 2.4821 0.0263
F 0.5969 -1.1374 4.4289 0.0001
H -5.3787 -0.6990 -3.7382 0.0002
H -1.7481 0.6101 -4.6422 0.0003
C 4.9612 0.2553 1.6018 0.0003
H 6.0024 0.4093 1.3123 0.0001
H 2.0378 4.0575 -2.9883 0.0000
C 4.8660 -0.6547 2.8389 0.0004
H -2.2578 3.4974 1.9187 0.0001
C 3.4482 -1.2069 2.8968 0.0026
O 2.8691 -2.6357 0.6937 0.0000
H 2.3931 4.0712 0.9424 0.0000
H -3.3598 -0.9852 -5.4461 0.0001
F 1.4197 -1.2561 -3.9017 0.0000
C 1.0517 -5.3048 0.1219 0.0002
C -0.4217 -4.9375 -0.0199 0.0032
C -3.1526 1.8566 4.2881 0.0002
F 3.4160 -0.8388 -2.5224 -0.0001
O -4.6400 1.2627 0.9118 0.0019
H -3.9031 3.7428 1.5339 0.0002
C 2.2686 5.0045 -1.0626 0.0006
H 5.5428 -1.5106 2.7792 0.0000
O -1.5929 0.0148 -1.3742 0.0488
H 1.6280 -5.7384 -1.9113 0.0000
S -2.3289 0.6613 -2.4435 0.0088
H -1.1092 -0.8613 -3.8271 0.0000
C -3.2696 -0.9335 -4.3651 0.0004
H 1.1765 -6.3734 0.2676 0.0000
H 3.3169 5.1390 -1.3335 0.0001
H 5.1098 -0.0910 3.7360 0.0001
S 2.8537 -1.2978 1.2054 0.0082
H 1.4665 -4.7021 0.9275 0.0000
S -3.4686 1.4556 1.7281 0.0066
H 4.5933 1.2466 1.8740 0.0000
O -1.5722 -3.3534 -1.8292 -0.0001
H 1.9375 5.9526 -0.6394 0.0000
O -2.2194 2.0750 -2.6133 0.0004
O -2.2093 0.9303 1.2449 0.0398
H -4.6194 0.8764 -1.7538 0.0001
S 0.4341 3.3837 -0.1836 0.0053
H -4.6176 3.4357 3.8967 0.0000
H 2.8170 -4.7658 -1.0464 0.0000
F -1.6099 -3.4825 3.1955 0.0008
F -1.7933 -1.5506 4.6875 0.0015
H -0.9377 -4.7835 0.9271 0.0000
C -1.9743 -0.2239 -3.9757 0.0025
C 2.1505 3.8511 -0.0993 0.0017
O -0.2014 -2.3631 0.0091 0.0470
H -3.5498 1.7712 5.2972 0.0000
H 1.6788 -2.7771 -1.7458 0.0001
As -0.5092 -2.3321 3.8355 0.0009
F -0.1543 -3.3539 5.1630 0.0000
Pt -0.4502 -0.1760 0.4602 1.6859
H -4.0080 -0.7651 -1.7221 0.0001
F 1.2153 -0.4413 -1.6246 -0.0003
As 2.0667 0.0914 -3.0418 -0.0001
H 0.9254 -3.8144 -2.9004 0.0004
H -3.3893 -0.2069 3.4256 0.0000
H -0.9866 -5.6572 -0.6164 0.0006
H 3.8850 0.2248 -0.3368 0.0000
F 0.6677 1.0308 -3.4581 0.0000
F 2.8982 0.6205 -4.4356 0.0000
H -4.8258 0.7795 3.4586 0.0001
O 1.6629 -0.4736 1.0831 0.0444
O -0.3042 4.2776 0.6872 0.0010
O 0.2455 1.9640 -0.0352 0.0380
F 2.6929 1.4587 -2.1518 0.0000
C -3.2606 3.1693 2.2043 0.0026
H -3.2726 -1.9196 -3.8963 0.0000
C -4.0268 0.1553 -2.3116 0.0019
H -4.6067 0.7794 -4.2932 0.0000
H 4.8244 -1.2393 0.0535 0.0003
H 1.1575 5.6022 -2.7982 0.0001
F 0.7596 -3.0137 2.8859 -0.0001
H -2.0638 1.8588 4.3403 0.0000
H 0.1084 2.9561 -2.4370 0.0000
C 0.1990 3.8924 -1.8762 0.0011
C 1.4296 4.6627 -2.3214 0.0004
H 2.7586 -0.5291 3.4023 0.0001
C 1.7527 -4.9131 -1.2061 0.0001
H -0.8127 4.2775 -1.9988 0.0001
```